Record 1
DFT (ωB97M-V/def2-TZVPD) results for a molecular structure, C11H25O3PReS7Sb2 at a distorted geometry.

Cartesian coordinates (Å):
Re -0.69122 -1.20361 -0.76045
S 1.06616 -4.87788 1.27069
Sb -0.27476 -5.05105 -0.61462
S -2.01241 -3.18546 -0.23787
S 1.19442 -2.84707 -1.00466
S -0.81596 -4.09960 -3.78490
Sb -2.86630 -2.44148 -3.72045
S -2.43587 -0.67926 -1.98107
S 0.18615 -2.31928 -2.79374
S -3.55802 -3.53196 -1.48146
C -1.01591 0.27799 3.22986
C -1.26944 -1.02269 2.37570
C -2.73813 -1.00355 1.85143
C -1.05994 -2.23501 3.19665
C -0.40418 -0.94129 1.18181
H -0.02288 0.76210 3.22282
H -1.14374 0.12819 4.32474
H -1.81754 1.01300 3.01421
H -3.36446 -0.65013 2.71572
H -2.91646 -2.04898 1.49454
H -2.92198 -0.39603 0.93257
H -1.91584 -2.50270 3.79928
H -0.34681 -2.07167 4.04067
H -0.64128 -3.17053 2.71261
H 0.60707 -0.56816 1.55768
C 3.25253 0.64616 1.68896
C 2.85725 0.96256 0.26230
O 1.42247 1.40034 0.15368
P 0.46599 0.78103 -0.93249
O 1.38874 0.64303 -2.23742
C 1.95297 1.77384 -3.00457
C 2.15397 1.22533 -4.37106
O -0.39360 2.11798 -1.42695
C -1.47456 2.67804 -0.70560
C -0.99681 3.73474 0.25236
H 4.23724 0.22945 1.72716
H 2.64175 -0.19728 2.15558
H 3.26946 1.57452 2.31411
H 2.92960 0.06407 -0.37861
H 3.34727 1.85446 -0.07439
H 2.83312 2.17370 -2.47463
H 1.24953 2.65660 -2.97002
H 2.81836 0.31848 -4.39997
H 2.76156 1.92848 -4.93757
H 1.19765 1.08928 -4.98028
H -2.06975 1.89851 -0.21429
H -2.04134 3.16504 -1.50050
H -0.65773 3.28878 1.17967
H -1.84989 4.42090 0.45163
H -0.11646 4.23806 -0.11887

Summary:
⟨S²⟩: 0.81
Energy relative to the best compared isomer or geometry (same formula, charge and spin) in eV: 1.4964
Lowest unoccupied orbital energy (alpha / beta) in eV: -1.5 / -1.9
Net charge: 0
2S+1: 2

---

Record 2
DFT (ωB97M-V/def2-TZVPD) results for 7 unconnected molecules or ions with the total composition C11H26Cl4N4O11 at a distorted geometry.

Cartesian coordinates (Å):
C -0.54223 -3.18794 -4.32610
N 0.81419 -3.76988 -4.65850
O 1.51183 -3.35117 -5.56744
O 1.06304 -4.77433 -3.93949
H -1.05293 -3.01713 -5.27378
H -0.36493 -2.32411 -3.68543
H -1.03951 -4.02102 -3.82931
C -3.14774 3.36851 1.44905
N -3.93821 3.53146 0.17849
O -3.31866 3.76821 -0.88669
O -5.18281 3.48664 0.29170
H -2.08955 3.60570 1.33916
H -3.32958 2.32899 1.72188
H -3.45266 4.15709 2.13699
C 5.00731 1.05380 0.61086
N 4.43199 2.33753 1.09734
O 4.54448 3.35297 0.39586
O 3.86412 2.33228 2.14834
H 5.27732 0.25652 1.30336
H 5.94344 1.39636 0.16993
H 4.25822 0.66567 -0.07929
C 0.59458 -3.87444 1.60175
N 1.40408 -2.74571 1.04287
O 2.49747 -3.07561 0.49131
O 0.93846 -1.60592 1.17120
H -0.41762 -3.52269 1.80135
H 1.08659 -4.28476 2.48360
H 0.46910 -4.54732 0.75347
C 3.45882 -0.57340 -3.17874
O 2.81927 0.40266 -2.24201
C 1.57542 0.23125 -1.86395
O 0.95829 -0.81328 -2.04675
O 1.19052 1.34756 -1.25573
C -0.01015 1.42370 -0.57105
H 3.12466 -1.57468 -2.90694
H 4.54402 -0.53692 -3.08337
H 3.21869 -0.40633 -4.22875
H -0.88758 1.64403 -1.17905
H 0.12719 2.09151 0.27940
H -0.35302 0.46244 -0.18825
Cl -5.09521 -1.57542 1.80321
C -5.12730 -0.92619 0.16713
C -4.02365 -0.04241 -0.23788
Cl -2.55891 -1.07137 -0.56184
H -6.01065 -0.29042 0.10734
H -5.29242 -1.75125 -0.52577
H -3.81806 0.46125 0.70666
H -4.18003 0.63007 -1.08134
Cl -0.54241 3.67121 3.91229
C 0.49381 2.28607 4.22062
C -0.24402 0.90230 3.96390
Cl -1.01608 0.70832 2.40061
H 0.93824 2.32750 5.21504
H 1.37027 2.52168 3.61696
H -0.97913 0.80982 4.76337
H 0.48936 0.10079 4.05248

Summary:
Energy relative to the best compared isomer or geometry (same formula, charge and spin) in eV: 1.7922
Lowest unoccupied orbital energy in eV: -0.2
Net charge: 0

---

Record 3
DFT (ωB97M-V/def2-TZVPD) results for 7 unconnected molecules or ions with the total composition C11H26ClO14 at a distorted geometry.

Cartesian coordinates (Å):
Cl -1.16680 -0.72999 -1.26918
O -1.98489 0.42356 -1.50804
O -1.98519 -1.71241 -0.67727
O -0.74366 -1.23810 -2.49155
O -0.10155 -0.33837 -0.40635
O -4.64362 -5.77043 -2.76840
H -4.01330 -5.09794 -2.51017
H -4.26249 -6.16878 -3.55090
C 2.00038 5.87581 -5.95193
C 1.81492 6.11077 -4.43786
C 2.62180 5.08488 -3.59732
O 3.34580 5.79855 -2.65241
C 3.37276 7.09171 -3.00337
O 4.03582 7.95693 -2.45816
O 2.57841 7.25508 -4.10067
H 1.70710 4.86088 -6.22031
H 3.03858 5.96818 -6.27084
H 1.35190 6.57373 -6.48153
H 0.80821 6.06747 -4.02221
H 3.19173 4.48981 -4.31089
H 1.99433 4.32766 -3.12721
C 1.13264 -4.54110 4.58449
C 0.47991 -5.94973 4.28793
C 0.64878 -6.35546 2.87082
O 1.70028 -7.25702 2.89045
C 1.88082 -7.61197 4.15716
O 2.58792 -8.53933 4.60953
O 1.19651 -6.91872 5.02558
H 0.78979 -3.62432 4.10484
H 2.12098 -4.60777 4.12970
H 1.28541 -4.32332 5.64153
H -0.58457 -5.89487 4.51590
H 0.74964 -5.47831 2.23165
H -0.27392 -6.86335 2.59016
C -4.41403 0.29181 4.60400
O -5.29894 0.27511 3.44052
H -3.43624 0.69835 4.34566
H -4.98617 0.96172 5.24585
H -4.27112 -0.67277 5.09110
H -4.74385 -0.05580 2.73061
C -5.70003 6.28729 -0.08200
O -5.18398 7.31319 0.67215
H -5.78730 5.25998 0.27173
H -6.68547 6.58629 -0.43927
H -5.04328 6.22054 -0.94936
H -5.90819 7.48301 1.27903
C 5.89247 -3.58588 -0.87025
O 5.99780 -2.27943 -1.42945
H 5.38986 -3.64215 0.09531
H 5.47473 -4.21123 -1.65926
H 6.92119 -3.86072 -0.63722
H 5.10837 -1.93305 -1.53207

Summary:
Energy relative to the best compared isomer or geometry (same formula, charge and spin) in eV: 0.1547
Lowest unoccupied orbital energy in eV: 2.1
Net charge: -1

---

Record 4
DFT (ωB97M-V/def2-TZVPD) results for 3 unconnected molecules or ions with the total composition C11H26FN5O6S.

Cartesian coordinates (Å):
C 0.74452 2.29938 1.11577
C 0.60150 1.09457 2.05966
N -0.10564 -0.03625 1.43162
C 0.76798 -1.11093 0.98706
C 1.54028 -0.72330 -0.25402
O 0.60501 -0.43240 -1.30838
S 1.17435 0.04802 -2.72025
O 2.28050 0.96021 -2.48828
O 1.87559 -1.39282 -3.11998
C 3.21094 -1.37258 -3.61349
C 3.31257 -0.85304 -5.06790
C 4.48172 0.08314 -5.25193
F 2.13515 -0.16967 -5.38356
C -1.21876 -0.47685 2.21838
C -0.95518 -1.46473 3.32248
O -2.31111 -0.02805 2.01401
H 1.78422 2.60983 0.98847
H 0.34717 2.03356 0.13524
H 0.17807 3.15939 1.47650
H 1.58349 0.75335 2.41426
H 0.04389 1.39775 2.95061
H 0.16972 -1.99978 0.77466
H 1.51936 -1.37668 1.75174
H 2.18213 -1.55205 -0.56672
H 2.16400 0.15629 -0.07466
H 3.85098 -0.78065 -2.95547
H 3.53837 -2.41178 -3.57042
H 3.36868 -1.69109 -5.76658
H 4.65332 0.29471 -6.30779
H 4.27735 1.01725 -4.72563
H 5.38862 -0.36490 -4.83667
H -0.44477 -2.35367 2.95277
H -1.88965 -1.77527 3.78067
H -0.31332 -1.00503 4.08158
C -1.95833 4.95519 0.22496
O -1.38299 5.02602 1.29587
N -1.97821 5.99433 -0.66639
N -2.62018 3.82677 -0.17203
H -2.43897 5.95130 -1.55476
H -1.49473 6.83169 -0.40195
H -2.59584 3.03686 0.44818
H -3.08298 3.73997 -1.05624
C -3.61176 -4.07446 3.16552
O -2.40579 -4.25550 3.17055
N -4.46955 -4.86381 3.88243
N -4.19707 -3.06085 2.46116
H -5.46191 -4.72777 3.89908
H -4.06635 -5.61384 4.41147
H -3.59380 -2.42095 1.97534
H -5.18263 -2.88085 2.47303

Summary:
Lowest unoccupied orbital energy in eV: 0.7
Net charge: 0

---

Record 5
DFT (ωB97M-V/def2-TZVPD) results for 8 unconnected molecules or ions with the total composition C11H26N8O14.

Cartesian coordinates (Å):
C 1.90460 1.57834 -2.92218
N 1.01410 2.62281 -2.31666
O 1.55948 3.58750 -1.82387
O -0.18186 2.44343 -2.37257
H 2.25671 1.95040 -3.87662
H 1.32465 0.66717 -3.02408
H 2.72248 1.42174 -2.22188
C 4.63263 -2.11471 0.40411
N 3.49239 -1.15721 0.46737
O 3.36042 -0.51130 1.48657
O 2.74695 -1.08864 -0.48937
H 5.49950 -1.56065 0.05158
H 4.37670 -2.87888 -0.31681
H 4.77006 -2.50425 1.40406
C -4.65487 0.55811 1.01875
N -3.36100 1.27871 0.91256
O -2.98110 1.60039 -0.19224
O -2.76325 1.49952 1.94680
H -5.04786 0.38521 0.02518
H -5.34419 1.20649 1.55628
H -4.46753 -0.35057 1.57982
C 1.14858 -3.21059 2.30230
N 2.28616 -4.12149 2.07163
O 2.82154 -4.59893 3.04629
O 2.63072 -4.30400 0.91798
H 1.53042 -2.19107 2.25409
H 0.76338 -3.36860 3.30536
H 0.39120 -3.39936 1.54888
C -0.66137 -0.56281 4.20210
N -1.25084 -1.51864 5.18712
O -0.64303 -2.55581 5.37534
O -2.29530 -1.21611 5.72010
H 0.30843 -0.23654 4.56627
H -1.36725 0.24673 4.07609
H -0.52548 -1.15348 3.30310
C 2.62412 3.70593 1.05631
N 3.83264 2.81426 1.11360
O 3.96356 2.01436 0.20075
O 4.61666 2.96849 2.01789
H 2.58476 4.25258 1.98964
H 1.75964 3.07263 0.90922
H 2.80960 4.34767 0.20334
C 0.09358 0.52993 0.40425
N -0.85483 -0.58119 0.14576
O -1.05662 -0.90275 -0.99692
O -1.46098 -1.02576 1.11415
H 0.82711 0.58113 -0.39103
H 0.60579 0.33979 1.34161
H -0.50995 1.43540 0.42129
C -3.42154 -0.18785 -3.70708
C -2.77696 0.80012 -4.50844
C -3.26393 0.67228 -5.78301
N -4.16584 -0.35358 -5.78645
C -4.26920 -0.88626 -4.52344
H -3.19948 -0.42277 -2.67862
H -2.06212 1.51770 -4.14316
H -3.06035 1.24437 -6.67176
H -4.70820 -0.64728 -6.57661
H -4.90364 -1.73213 -4.32474

Summary:
Lowest unoccupied orbital energy in eV: -0.1
Net charge: 0

---

Record 6
DFT (ωB97M-V/def2-TZVPD) results for 5 unconnected molecules or ions with the total composition C11H26O5 at a distorted geometry.

Cartesian coordinates (Å):
C 1.38090 1.68344 3.09340
C 1.97303 2.30053 1.89684
C 1.88558 1.48494 0.64714
O 2.48520 3.43890 2.00004
H 0.44576 1.30997 2.67609
H 1.16768 2.40356 3.88337
H 1.87332 0.81964 3.54004
H 2.70830 1.63485 -0.05198
H 0.89745 1.58123 0.19723
H 1.80171 0.43232 0.91744
C 0.97095 0.93415 -1.82954
C 2.23550 0.31063 -2.13736
C 3.19641 1.02306 -3.04046
O 2.63741 -0.72094 -1.54492
H 0.40259 1.05993 -2.75109
H 1.15712 1.85219 -1.27219
H 0.35281 0.24611 -1.25282
H 4.01165 0.44687 -3.47804
H 3.62934 1.90072 -2.56047
H 2.59168 1.26678 -3.91396
C -4.90985 0.51484 -2.13902
C -3.50214 -0.14824 -2.08020
C -2.77517 -0.21875 -0.75573
O -2.96066 -0.52597 -3.09153
H -5.63247 -0.19679 -1.73963
H -5.30276 0.67991 -3.14225
H -4.90090 1.45263 -1.58352
H -3.38312 -0.73131 -0.01022
H -2.33154 0.75051 -0.52809
H -1.90822 -0.82852 -1.01011
C 0.38603 -1.37069 0.23190
O -0.97470 -1.14128 0.51590
H 1.03151 -0.59548 0.64484
H 0.72169 -2.34679 0.58214
H 0.51932 -1.35599 -0.84982
H -1.04305 -1.46624 1.41663
C -0.19464 -3.29581 3.16053
O -0.43226 -2.00033 2.69732
H 0.70247 -3.77310 2.76623
H -0.30020 -3.38338 4.24187
H -0.96367 -3.93409 2.72546
H 0.34991 -1.49403 2.92854

Summary:
Energy relative to the best compared isomer or geometry (same formula, charge and spin) in eV: 3.5329
Lowest unoccupied orbital energy in eV: 0.3
Net charge: 0

---

Record 7
DFT (ωB97M-V/def2-TZVPD) results for a molecular structure, C11H27BHfNO5PSi2 at a distorted geometry.

Cartesian coordinates (Å):
C -4.16723 -2.16732 -3.02657
C -4.19696 -3.25215 -1.87613
O -4.17332 -4.35956 -2.20904
N -4.29820 -2.91465 -0.44586
C -3.04605 -2.99600 0.26674
C -1.97453 -2.02455 -0.46689
C -0.83636 -1.51566 0.48946
C 0.33467 -1.08315 -0.47405
Si 1.48102 0.30418 0.30449
C 2.98908 0.38744 -0.83217
B 2.79253 -0.37365 -2.25824
O 2.86465 -1.75141 -2.32415
O 2.59595 0.30410 -3.44385
O 1.80304 -0.22532 1.86049
Si 3.13899 0.52113 2.66082
C 3.01371 2.43233 2.66936
C 3.93446 3.13055 3.71907
O 3.44974 3.93347 4.41582
P 0.43884 2.28463 0.30754
C -0.05284 2.84752 -1.39162
C -0.99695 2.39084 1.52899
H -4.97271 -2.30935 -3.76178
H -4.20477 -1.17656 -2.53045
H -3.16465 -2.21862 -3.49366
H -4.76646 -2.01535 -0.28611
H -3.17855 -2.75917 1.33941
H -2.70191 -4.05263 0.22658
H -2.53084 -1.15490 -0.86300
H -1.52219 -2.61013 -1.29194
H -1.24204 -0.64703 1.05423
H -0.50443 -2.26096 1.22943
H -0.11055 -0.75345 -1.43715
H 0.93701 -2.00639 -0.60680
H 3.90724 -0.01873 -0.36306
H 3.18581 1.45977 -1.06179
H 2.06078 -2.12687 -2.71110
H 2.03557 1.08531 -3.33965
H 3.06889 0.08754 4.06637
H 4.44736 0.08528 2.16127
H 1.94239 2.67564 2.84738
H 3.21161 2.77503 1.62718
H 5.01769 2.86256 3.76825
H 0.14007 2.09942 -2.17915
H -1.09477 3.21376 -1.40929
H 0.58275 3.72727 -1.63196
H -0.74803 1.65022 2.38885
H -2.00174 2.09156 1.13041
H -1.02334 3.47458 1.97127
Hf -1.86445 2.94945 3.68208

Summary:
Lowest unoccupied orbital energy in eV: -17.7
Net charge: +4

---

Record 8
DFT (ωB97M-V/def2-TZVPD) results for a molecular structure, C11H27Cl2CrFN2O6P at a distorted geometry.

Cartesian coordinates (Å):
Cr 2.31901 -2.10690 -0.45760
F 1.30194 -0.82623 0.68809
C -0.58467 4.06977 5.19539
C -0.60142 3.09191 4.04194
O -1.28198 3.28187 3.04495
N 0.35850 2.12933 4.05297
C 0.44372 1.13339 3.01340
H 0.26355 3.94257 5.86287
H -1.49136 3.91281 5.78342
H -0.66099 5.05196 4.73783
H 0.95495 2.04967 4.85658
H 0.08156 1.50785 2.05957
H -0.33207 0.37214 3.18086
H 1.36900 0.57609 3.10658
C -1.52698 -3.22627 -2.01929
C -0.60522 -2.43453 -1.13725
O 0.50809 -2.91608 -0.78499
N -0.94314 -1.20968 -0.80670
C -2.15792 -0.45438 -1.11927
H -1.39674 -2.94187 -3.05989
H -2.56007 -3.06764 -1.71219
H -1.33962 -4.27826 -1.81483
H -0.19100 -0.70874 -0.32433
H -2.05464 0.04093 -2.08161
H -2.24314 0.27402 -0.31589
H -3.02568 -1.10455 -1.07569
C 3.15947 0.47576 -4.81607
O 2.26276 1.11528 -3.88568
P 1.41686 0.23056 -2.90386
O 2.27345 -0.59097 -2.02505
O 0.44900 -0.63832 -3.78520
C -0.47855 0.04101 -4.67224
O 0.46017 1.27370 -2.24164
C 0.89138 2.02555 -1.09809
H 2.63762 0.26436 -5.74775
H 3.50101 -0.49051 -4.43891
H 4.01916 1.11936 -4.95887
H -1.35137 -0.60003 -4.78385
H -0.03243 -0.01383 -5.66659
H -0.72844 1.05074 -4.37117
H 0.46950 1.66587 -0.15689
H 0.47406 3.02881 -1.16570
H 1.96998 2.06382 -0.96328
Cl -2.76917 -2.03995 3.44555
C -1.24455 -1.94859 2.53136
C -0.12009 -2.32434 3.50631
Cl -0.47024 -3.84001 4.37779
H -1.14150 -1.07583 1.89924
H -1.21881 -2.78429 1.82495
H 0.18905 -1.57959 4.23363
H 0.77802 -2.58774 2.94710

Summary:
⟨S²⟩: 6.01
Energy relative to the best compared isomer or geometry (same formula, charge and spin) in eV: 0.0000
Lowest unoccupied orbital energy (alpha / beta) in eV: -4.4 / -4.3
Net charge: +1
2S+1: 5

---

Record 9
DFT (ωB97M-V/def2-TZVPD) results for a molecular structure, C11H27CsN4O7P2S at a distorted geometry.

Cartesian coordinates (Å):
Cs 0.81040 -0.43161 -0.47597
N -1.58288 -3.14741 -3.27867
C -1.83501 -2.94521 -1.78415
C -3.03077 -3.77551 -1.34552
P -2.11139 -1.08873 -1.66723
O -3.68636 -0.93953 -1.95322
O -1.34559 -0.58079 -2.84615
O -1.79001 -0.62794 -0.28796
P -0.24849 -3.54303 -0.99694
O -0.17440 -5.04254 -1.63071
O 0.80320 -2.72806 -1.67649
O -0.41556 -3.60664 0.46987
H -2.46114 -3.24966 -3.78562
H -1.00139 -3.96977 -3.44915
H -1.12291 -2.26407 -3.58731
H -3.94155 -3.48162 -1.87160
H -3.18551 -3.60844 -0.27984
H -2.85797 -4.84421 -1.49044
H -4.17754 -0.60012 -1.19666
H -0.39684 -5.70808 -0.96953
C 4.14336 2.67693 -2.34561
N 3.81353 1.75467 -3.41316
C 2.58403 1.66867 -3.99012
S 2.38032 0.93345 -5.47484
N 1.57554 2.23131 -3.29623
C 0.17902 2.12710 -3.69845
H 5.22192 2.66210 -2.20109
H 3.68813 2.38070 -1.39757
H 3.84091 3.70143 -2.58356
H 4.55035 1.44543 -4.02287
H 1.74275 2.45265 -2.32789
H -0.18895 1.10511 -3.64547
H 0.06608 2.50002 -4.71408
H -0.40339 2.75461 -3.02409
O 2.78775 1.12910 0.49267
C 3.72100 0.86418 1.24850
C 4.46855 1.95050 1.98500
C 5.90367 2.14145 1.48027
C 6.90042 1.13652 2.04765
C 6.61684 -0.32032 1.70350
C 5.27945 -0.83360 2.22314
N 4.12559 -0.41053 1.43703
H 4.47923 1.73637 3.05831
H 3.88157 2.85450 1.83645
H 6.22890 3.14728 1.75183
H 5.91046 2.10703 0.38598
H 6.91550 1.24120 3.13882
H 7.90527 1.39734 1.70841
H 7.40436 -0.94404 2.13392
H 6.65612 -0.47769 0.62130
H 5.13974 -0.54281 3.26901
H 5.26702 -1.92240 2.20915
H 3.65111 -1.11648 0.89504

Summary:
Energy relative to the best compared isomer or geometry (same formula, charge and spin) in eV: 0.4317
Lowest unoccupied orbital energy in eV: 0.1
Net charge: 0